# 1
{"formula": "C14H18F2N2O3", "method": "ωB97M-V/def2-TZVPD", "e_homo_ev": -8.90, "homo_lumo_gap_ev": 9.08, "relative_energy_ev": 0.062, "total_charge": 0, "smiles": "CC[C@@H](C)NC(=O)CO/N=C/c1ccccc1OC(F)F", "elements": ["F", "F", "O", "O", "O", "N", "N", "C", "C", "C", "C", "C", "C", "C", "C", "C", "C", "C", "C", "C", "C", "H", "H", "H", "H", "H", "H", "H", "H", "H", "H", "H", "H", "H", "H", "H", "H", "H", "H"], "positions_angstrom": [[5.1716, -2.1425, 0.4329], [5.9286, -1.1489, -1.3227], [-3.7090, 1.7759, -0.5216], [-0.6564, 0.5490, -1.9516], [3.7362, -0.9751, -0.8465], [-2.5155, -0.1108, -0.1433], [0.3288, 1.1256, -1.1650], [-2.7880, 1.0336, -0.7869], [-3.9199, -1.9609, 0.6219], [-2.3892, -0.7222, 2.2088], [4.6477, 1.9762, 1.2006], [3.7079, 0.2541, -0.1725], [4.7676, 0.7499, 0.5655], [2.5130, 0.9818, -0.2848], [3.4756, 2.7068, 1.1041], [2.4188, 2.2116, 0.3674], [-1.8288, 1.3393, -1.9471], [4.8220, -1.7502, -0.8190], [-4.8837, -1.8499, -0.5530], [1.4085, 0.4641, -1.0676], [-3.2843, -0.6120, 0.9761], [-1.7274, -0.6610, -0.4524], [1.4952, 2.7595, 0.2742], [-4.4535, -2.3318, 1.4983], [-1.5976, -1.4502, 2.0398], [-4.0704, 0.1301, 1.1504], [3.3891, 3.6603, 1.6017], [-2.3435, 1.1239, -2.8877], [-2.9718, -1.0382, 3.0696], [-4.3641, -1.5107, -1.4461], [4.6222, -2.6543, -1.4161], [5.6912, 0.2020, 0.6585], [-5.3385, -2.8147, -0.7647], [-1.5770, 2.4032, -1.9153], [-1.9348, 0.2402, 2.4305], [5.4812, 2.3544, 1.7721], [-3.1289, -2.6773, 0.3843], [-5.6721, -1.1356, -0.3294], [1.5489, -0.4950, -1.5637]], "forces_ev_per_angstrom": [[-0.19, 0.05, 0.26], [0.00, 0.30, -0.16], [-0.29, 0.31, -0.05], [0.66, -0.62, -0.15], [-0.57, 0.87, 0.23], [0.19, -0.41, 0.10], [-0.21, 0.60, 0.33], [0.55, -0.04, -0.35], [-0.15, 0.36, -0.14], [-0.22, 0.16, -0.18], [-0.09, -0.10, -0.09], [-0.30, 0.11, -0.06], [0.23, -0.02, 0.09], [0.65, 0.12, 0.35], [-0.04, 0.07, 0.03], [0.12, -0.16, -0.04], [-0.24, 0.40, 0.14], [0.71, -1.34, -0.43], [0.11, -0.11, 0.17], [-0.75, -0.65, -0.70], [-0.07, -0.18, 0.29], [-0.01, 0.17, -0.06], [-0.08, 0.08, 0.01], [0.06, -0.06, 0.07], [0.11, -0.09, 0.01], [0.08, -0.12, -0.01], [-0.02, 0.08, 0.04], [0.04, 0.02, 0.12], [-0.03, -0.07, 0.13], [0.00, 0.02, -0.11], [-0.02, 0.38, 0.20], [-0.02, -0.05, -0.03], [-0.08, -0.05, -0.08], [-0.05, -0.16, 0.01], [0.06, 0.07, 0.05], [0.08, 0.03, 0.05], [0.06, -0.07, 0.09], [-0.12, 0.07, -0.02], [-0.20, 0.04, -0.06]], "nbo_charge": [-0.345, -0.344, -0.631, -0.394, -0.517, -0.617, -0.126, 0.652, -0.394, -0.606, -0.176, 0.376, -0.297, -0.170, -0.225, -0.147, -0.161, 0.794, -0.606, 0.032, -0.059, 0.403, 0.236, 0.206, 0.198, 0.229, 0.219, 0.215, 0.212, 0.205, 0.136, 0.239, 0.209, 0.218, 0.219, 0.219, 0.190, 0.210, 0.199]}

***

# 2
{"formula": "C6H12N2", "method": "ωB97M-V/def2-TZVPD", "e_homo_ev": -8.62, "homo_lumo_gap_ev": 9.50, "relative_energy_ev": 0.580, "total_charge": 0, "smiles": "Cc1c[nH]cn1.CC", "elements": ["N", "N", "C", "C", "C", "C", "C", "C", "H", "H", "H", "H", "H", "H", "H", "H", "H", "H", "H", "H"], "positions_angstrom": [[-0.2662, 0.2708, 1.5564], [1.7272, 0.6479, 0.7085], [0.0231, 1.6182, 1.6868], [0.7492, -0.2746, 0.9420], [1.2664, 1.8581, 1.1918], [-0.6579, -2.4491, -1.8284], [-0.8153, 2.4009, 2.6421], [-0.5358, -1.5742, -3.0748], [-0.3941, 2.2569, 3.6427], [-1.8357, 2.0389, 2.5941], [-0.3308, -3.4776, -1.9577], [2.6382, 0.4953, 0.3096], [-0.6976, -0.5327, -2.8029], [0.8731, -1.2910, 0.6158], [1.8727, 2.7198, 0.9732], [-0.1926, -1.9980, -0.9488], [-1.6591, -2.5218, -1.3795], [0.3184, -1.9425, -3.6325], [-1.3926, -1.7230, -3.7466], [-0.6906, 3.4776, 2.5081]], "forces_ev_per_angstrom": [[-0.10, -0.18, -0.40], [-0.41, -0.03, 0.02], [0.14, -0.70, 0.98], [0.56, 0.64, 0.06], [0.56, -0.16, -0.86], [-0.89, 0.17, 1.19], [0.81, 0.48, -0.05], [-1.63, -0.95, 0.17], [-0.34, -0.35, 0.03], [-0.16, 0.31, 0.11], [0.26, 0.05, -0.08], [-0.17, -0.08, -0.09], [1.12, 0.21, -0.18], [-0.13, -0.15, 0.21], [-0.19, 0.29, 0.45], [0.77, -0.17, -0.41], [-0.27, 0.02, -0.78], [0.47, 1.05, -0.07], [0.09, -0.41, 0.08], [-0.50, -0.01, -0.36]], "nbo_charge": [-0.465, -0.525, 0.090, 0.168, -0.121, -0.615, -0.632, -0.626, 0.219, 0.232, 0.202, 0.414, 0.217, 0.194, 0.213, 0.198, 0.208, 0.212, 0.203, 0.213]}

***

E values, unit a.u., following the record order: -1079.212358; -345.306559.